A cluster of 9 separate species, C58H136F18N3O3P6 in total at a distorted geometry, computed with ωB97M-V/def2-TZVPD.

Computed properties:
LUMO energy (eV): -5.40
Calculated total energy (a.u.): -6527.13423
Molecular weight (Da): 1451.55
Gap between HOMO and LUMO (eV): 9.38
Total charge: +3
Highest occupied orbital energy (eV): -14.780

```
224
Properties=species:S:1:pos:R:3:forces:R:3:lowdin_charge:R:1
C -10.493 -9.585 -13.436 -0.7 0.8 -1.5 -0.10
C -11.194 -10.628 -14.309 0.0 -0.6 0.6 -0.26
C -12.448 -10.146 -15.046 0.9 0.6 -0.3 -0.25
C -13.384 -9.281 -14.200 -0.1 -0.4 -0.1 -0.27
P -14.929 -8.836 -15.031 -0.6 -0.3 1.4 1.00
C -15.888 -7.928 -13.775 0.4 -0.2 -0.4 -0.26
C -15.300 -6.604 -13.261 -0.9 0.0 0.4 -0.23
C -15.802 -5.392 -14.024 0.4 0.2 -1.1 -0.27
C -15.364 -4.053 -13.463 0.4 0.1 0.8 -0.10
C -16.046 -10.199 -15.446 0.8 -0.1 -0.6 -0.25
C -15.478 -11.211 -16.475 -0.7 0.6 0.1 -0.25
C -16.610 -11.770 -17.316 -0.5 -0.8 -0.7 -0.27
C -17.651 -12.587 -16.515 0.8 0.6 0.2 -0.09
C -14.575 -7.903 -16.517 -0.2 0.2 0.2 -0.26
C -15.817 -7.386 -17.246 -0.6 0.1 -0.4 -0.24
C -15.409 -6.276 -18.202 0.8 0.4 -0.6 -0.27
C -16.473 -5.894 -19.218 -0.4 -0.1 0.6 -0.08
H -10.243 -8.731 -14.084 0.4 -0.1 0.1 0.08
H -9.590 -9.949 -12.963 -0.1 0.0 0.3 0.08
H -11.234 -9.149 -12.766 0.4 -0.3 0.6 0.06
H -11.446 -11.462 -13.643 -0.2 0.0 -0.1 0.11
H -10.544 -11.075 -15.064 0.2 0.2 0.1 0.11
H -12.893 -11.021 -15.518 -0.4 0.1 0.2 0.10
H -12.116 -9.507 -15.874 0.0 -0.1 0.0 0.11
H -12.939 -8.310 -13.959 0.2 0.0 -0.2 0.09
H -13.557 -9.724 -13.215 -0.5 -0.2 -0.1 0.12
H -15.981 -8.614 -12.929 0.1 -0.3 -0.2 0.10
H -16.892 -7.871 -14.206 0.0 0.5 0.2 0.10
H -14.213 -6.668 -13.174 0.0 0.2 -0.1 0.10
H -15.672 -6.505 -12.236 0.2 0.0 0.1 0.12
H -16.877 -5.480 -14.195 -0.1 0.2 0.4 0.11
H -15.403 -5.381 -15.049 0.0 -0.3 0.0 0.09
H -15.615 -3.864 -12.414 -0.4 -0.3 -0.1 0.08
H -15.761 -3.228 -14.046 0.1 0.0 -0.1 0.06
H -14.267 -4.018 -13.443 0.0 0.1 -0.3 0.07
H -16.877 -9.656 -15.907 -0.2 -0.1 0.2 0.10
H -16.382 -10.720 -14.552 -0.1 0.3 0.1 0.11
H -14.985 -12.019 -15.936 0.3 0.0 -0.1 0.11
H -14.787 -10.690 -17.142 0.3 -0.2 0.1 0.10
H -16.205 -12.408 -18.106 0.2 0.0 0.2 0.11
H -17.122 -10.983 -17.879 0.1 0.2 0.2 0.11
H -17.152 -12.926 -15.603 -0.3 -0.2 0.1 0.07
H -17.989 -13.464 -17.057 -0.2 0.1 -0.1 0.07
H -18.489 -11.951 -16.242 -0.2 -0.2 0.1 0.07
H -13.970 -8.527 -17.177 0.1 0.0 0.0 0.10
H -13.971 -7.036 -16.232 0.1 -0.1 0.1 0.11
H -16.622 -7.023 -16.596 0.3 0.1 0.3 0.11
H -16.317 -8.175 -17.819 0.3 -0.2 0.0 0.11
H -14.489 -6.562 -18.732 -0.2 -0.3 -0.1 0.11
H -15.074 -5.379 -17.669 -0.3 -0.1 0.3 0.09
H -16.097 -5.150 -19.918 0.0 -0.1 -0.1 0.06
H -17.336 -5.465 -18.705 0.0 0.1 0.0 0.06
H -16.837 -6.778 -19.746 0.2 0.1 -0.2 0.08
C -2.514 2.269 -12.756 0.0 -0.2 0.1 -0.10
C -3.979 1.997 -13.054 -0.5 0.2 -0.3 -0.27
C -4.146 1.176 -14.337 -0.1 0.6 -0.4 -0.26
C -5.570 1.319 -14.901 -0.2 -0.7 0.2 -0.26
P -5.915 0.424 -16.458 0.7 0.5 0.6 1.01
C -4.562 -0.735 -16.740 -0.7 -0.1 0.2 -0.28
C -4.655 -1.472 -18.071 0.7 0.0 -0.6 -0.24
C -3.347 -2.229 -18.375 -0.3 -0.7 1.2 -0.26
C -2.192 -1.368 -18.848 -0.6 0.3 -0.9 -0.09
C -7.440 -0.499 -16.216 -0.3 -0.2 -0.7 -0.26
C -8.698 0.371 -16.084 0.0 0.5 -0.5 -0.25
C -9.898 -0.392 -15.544 -0.1 -0.2 0.4 -0.27
C -9.833 -0.620 -14.042 0.3 0.0 0.7 -0.10
C -6.017 1.643 -17.783 -0.6 -0.2 -0.3 -0.26
C -4.668 2.121 -18.345 -0.5 0.0 0.3 -0.23
C -4.846 2.749 -19.720 1.3 -0.3 -0.8 -0.24
C -4.974 1.714 -20.842 -0.9 -0.3 0.2 -0.10
H -2.371 2.864 -11.856 -0.1 0.1 0.0 0.08
H -2.059 2.793 -13.598 0.1 0.1 0.1 0.08
H -1.970 1.334 -12.615 0.0 0.0 0.0 0.08
H -4.532 2.930 -13.213 0.3 0.1 0.1 0.11
H -4.513 1.525 -12.224 0.2 -0.2 0.0 0.12
H -3.909 0.124 -14.172 0.0 0.0 0.0 0.11
H -3.450 1.566 -15.087 0.2 -0.1 0.1 0.11
H -5.876 2.346 -15.108 0.2 0.1 0.3 0.10
H -6.236 0.918 -14.129 -0.3 0.1 -0.2 0.10
H -4.704 -1.400 -15.877 0.3 -0.3 -0.2 0.11
H -3.600 -0.251 -16.582 -0.1 0.2 -0.1 0.09
H -4.776 -0.785 -18.917 -0.3 0.2 0.2 0.09
H -5.513 -2.144 -18.089 0.0 -0.1 0.1 0.11
H -3.600 -3.100 -18.982 0.3 0.2 -0.5 0.11
H -3.009 -2.684 -17.434 -0.1 -0.1 0.0 0.11
H -1.289 -1.958 -18.975 0.2 0.1 0.4 0.08
H -2.067 -0.519 -18.174 0.4 -0.2 0.1 0.07
H -2.379 -0.915 -19.830 -0.2 -0.1 0.0 0.07
H -7.276 -1.192 -15.386 0.0 0.2 0.2 0.11
H -7.601 -1.124 -17.102 0.2 -0.1 0.1 0.10
H -8.965 0.734 -17.082 0.2 -0.1 -0.1 0.11
H -8.496 1.293 -15.527 -0.1 -0.2 0.4 0.11
H -9.976 -1.339 -16.087 -0.1 0.0 0.0 0.11
H -10.813 0.158 -15.762 0.1 0.1 -0.1 0.09
H -9.535 0.315 -13.557 0.0 0.0 0.0 0.08
H -9.114 -1.377 -13.716 0.1 0.1 -0.3 0.07
H -10.762 -0.926 -13.561 -0.2 0.0 -0.4 0.08
H -6.635 2.468 -17.415 0.1 0.1 0.1 0.11
H -6.622 1.206 -18.588 0.1 -0.2 0.0 0.09
H -4.000 1.262 -18.439 0.1 0.1 0.0 0.09
H -4.206 2.828 -17.654 0.0 0.0 0.0 0.12
H -3.883 3.206 -19.972 -0.2 0.5 0.3 0.12
H -5.611 3.521 -19.768 -0.1 -0.1 0.2 0.12
H -5.119 2.196 -21.808 0.2 0.1 0.0 0.08
H -5.837 1.046 -20.720 0.0 0.0 0.1 0.04
H -4.087 1.079 -20.882 0.1 0.1 0.0 0.07
C -16.228 2.906 -16.719 -0.1 0.1 -0.2 -0.10
C -14.861 3.078 -16.085 0.3 -0.4 0.3 -0.26
C -14.826 3.998 -14.873 -1.0 0.8 -0.3 -0.26
C -13.449 4.293 -14.292 0.0 -0.4 0.1 -0.26
P -13.470 5.711 -13.168 -0.1 0.3 -0.5 0.99
C -12.017 5.596 -12.121 -0.2 0.5 0.5 -0.27
C -11.803 6.809 -11.202 -0.1 0.8 -0.3 -0.26
C -10.767 6.559 -10.115 -1.0 -0.7 0.8 -0.24
C -11.241 5.534 -9.072 0.6 -0.5 0.1 -0.11
C -13.331 7.255 -14.100 0.3 -0.3 0.3 -0.28
C -14.349 7.541 -15.194 0.0 -0.2 -0.7 -0.26
C -14.082 8.927 -15.825 -0.2 -0.5 0.3 -0.26
C -15.308 9.488 -16.541 0.7 -0.4 -0.2 -0.09
C -15.003 5.784 -12.215 0.8 0.7 -0.2 -0.27
C -15.098 4.667 -11.193 -1.1 -0.2 0.3 -0.24
C -16.462 4.670 -10.473 0.1 0.0 -0.4 -0.25
C -16.820 3.330 -9.850 -0.5 0.0 0.7 -0.10
H -16.154 2.141 -17.491 0.0 0.0 0.0 0.05
H -16.591 3.809 -17.214 0.0 0.1 0.2 0.08
H -16.964 2.571 -15.987 -0.1 0.0 0.0 0.09
H -14.158 3.466 -16.828 0.1 -0.2 0.0 0.12
H -14.554 2.074 -15.782 0.4 0.1 -0.1 0.10
H -15.527 3.672 -14.098 0.2 -0.3 0.0 0.11
H -15.267 4.951 -15.202 0.1 0.0 0.0 0.09
H -12.730 4.498 -15.092 0.0 0.2 0.0 0.11
H -13.045 3.435 -13.747 -0.1 0.0 0.0 0.10
H -11.163 5.498 -12.795 0.1 -0.4 0.1 0.11
H -12.167 4.732 -11.469 0.3 -0.3 -0.4 0.08
H -12.754 7.132 -10.765 0.0 -0.2 0.2 0.11
H -11.480 7.678 -11.785 0.0 -0.1 -0.2 0.11
H -10.664 7.445 -9.488 0.5 0.4 -0.6 0.12
H -9.830 6.236 -10.568 0.2 0.3 0.1 0.11
H -10.445 5.380 -8.339 -0.1 0.2 0.1 0.08
H -11.417 4.518 -9.441 -0.2 0.2 -0.2 0.06
H -12.112 5.886 -8.520 -0.1 0.0 -0.1 0.08
H -12.310 7.245 -14.498 0.0 0.1 -0.1 0.11
H -13.349 8.031 -13.328 0.0 0.1 -0.1 0.10
H -15.375 7.368 -14.854 0.0 0.5 0.2 0.11
H -14.234 6.829 -16.018 0.1 -0.2 0.2 0.11
H -13.272 8.734 -16.532 0.1 0.4 0.0 0.11
H -13.720 9.596 -15.041 0.0 0.2 -0.1 0.11
H -15.584 8.790 -17.336 -0.4 -0.1 0.2 0.08
H -15.082 10.414 -17.064 -0.1 0.2 0.3 0.08
H -16.103 9.606 -15.808 -0.3 0.2 -0.3 0.08
H -15.795 5.869 -12.964 -0.2 -0.5 0.2 0.10
H -14.995 6.784 -11.767 0.0 -0.1 0.3 0.11
H -14.334 4.759 -10.419 0.3 -0.1 -0.2 0.11
H -15.013 3.694 -11.686 0.3 0.0 0.0 0.11
H -17.246 4.957 -11.180 0.1 -0.1 -0.1 0.11
H -16.458 5.456 -9.715 0.0 0.0 0.1 0.12
H -16.612 2.449 -10.458 0.2 0.2 -0.2 0.07
H -17.894 3.309 -9.652 0.0 0.0 0.0 0.08
H -16.347 3.192 -8.876 0.2 0.0 -0.1 0.08
C -17.091 2.084 -23.612 0.1 -0.2 -0.5 -0.02
C -17.433 0.824 -22.853 0.0 0.4 0.3 -0.30
C -17.528 1.076 -21.370 -0.5 0.4 1.1 -0.20
O -18.053 -0.071 -20.734 -0.1 -0.2 -0.6 -0.21
C -18.591 0.178 -19.444 0.5 0.2 0.8 -0.07
N -18.826 0.369 -23.227 -0.4 -0.9 0.3 0.23
H -19.137 -0.253 -22.461 0.2 0.0 0.0 0.17
H -19.518 1.120 -23.260 0.2 0.2 -0.2 0.18
H -18.872 -0.174 -24.090 0.1 0.2 -0.1 0.18
H -17.843 2.853 -23.424 0.1 0.1 0.1 0.10
H -17.071 1.891 -24.686 0.0 0.0 0.0 0.10
H -16.107 2.457 -23.329 0.0 0.0 0.1 0.09
H -16.767 -0.016 -23.044 0.0 0.0 -0.2 0.17
H -18.238 1.908 -21.210 0.1 0.1 -0.1 0.14
H -16.590 1.376 -20.892 0.2 0.0 -0.4 0.13
H -19.439 0.871 -19.441 -0.2 -0.3 -0.4 0.10
H -17.847 0.659 -18.794 0.2 -0.2 -0.1 0.08
H -18.827 -0.785 -19.003 -0.3 0.0 0.0 0.09
C -12.229 -0.499 -18.227 -1.1 1.1 -0.1 0.03
C -13.739 -0.413 -18.273 0.4 -0.2 0.2 -0.38
O -14.404 0.189 -17.497 -0.2 -0.1 -0.3 0.17
N -14.390 -1.239 -19.344 0.9 0.5 -0.3 0.09
H -14.562 -0.614 -20.142 -0.1 0.1 0.1 0.16
H -13.638 -1.855 -19.681 -0.3 -0.5 -0.2 0.10
C -15.563 -1.982 -18.868 -0.2 -0.5 1.1 0.00
H -11.923 -1.453 -17.803 0.1 0.0 0.0 0.10
H -12.048 0.379 -17.609 0.7 -0.3 0.3 0.08
H -11.808 -0.281 -19.205 0.0 -0.4 -0.1 0.06
H -16.244 -1.306 -18.360 -0.3 0.1 -0.6 0.07
H -15.251 -2.638 -18.057 0.3 -0.1 -0.2 0.09
H -15.974 -2.604 -19.653 -0.2 0.3 -0.1 0.11
C -9.943 -1.125 -21.884 1.1 -0.3 -0.7 0.04
C -8.452 -1.280 -21.842 -1.1 0.7 1.2 -0.37
O -7.739 -0.872 -20.990 0.7 -0.2 -0.4 0.15
N -7.875 -2.210 -22.903 0.1 -0.9 -0.1 0.09
H -8.517 -3.013 -22.915 0.0 0.0 0.0 0.18
H -7.962 -1.820 -23.847 0.1 0.2 0.1 0.20
C -6.488 -2.720 -22.585 -0.5 0.1 -0.7 0.04
H -10.191 -0.136 -22.282 -0.2 -0.1 0.0 0.11
H -10.279 -1.193 -20.856 -0.2 -0.1 0.0 0.09
H -10.332 -1.933 -22.501 -0.6 0.2 0.1 0.08
H -6.295 -3.582 -23.219 -0.1 -0.1 0.0 0.11
H -6.535 -3.004 -21.542 0.5 0.1 0.1 0.10
H -5.776 -1.946 -22.844 0.1 0.1 0.4 0.11
P -12.940 1.974 -21.284 0.1 0.4 -0.2 0.16
F -12.931 3.559 -21.404 0.1 0.0 -0.1 -0.12
F -12.028 2.046 -19.933 -0.4 -0.2 0.1 -0.17
F -14.309 2.046 -20.397 0.0 0.0 0.2 -0.18
F -13.027 0.347 -21.133 0.4 -0.4 0.2 -0.19
F -13.813 1.824 -22.632 -0.1 0.2 -0.1 -0.15
F -11.574 1.842 -22.133 0.0 -0.2 -0.1 -0.15
P -18.229 -3.162 -16.478 -3.6 -3.2 -0.9 0.18
F -17.933 -1.629 -16.844 0.6 0.0 -0.2 -0.15
F -18.068 -2.905 -14.915 0.8 0.3 -0.1 -0.13
F -19.819 -2.860 -16.386 0.2 0.9 0.2 -0.17
F -18.646 -4.742 -16.161 0.9 0.1 0.6 -0.21
F -18.524 -3.612 -18.049 0.7 1.3 -0.3 -0.21
F -16.703 -3.632 -16.715 0.4 0.7 0.6 -0.16
P -12.615 -4.047 -21.071 1.2 0.3 1.9 0.17
F -11.872 -4.300 -22.454 0.3 0.1 -0.2 -0.13
F -12.398 -2.423 -21.239 -0.5 0.2 -0.2 -0.20
F -14.034 -3.927 -21.760 -0.3 -0.1 0.0 -0.11
F -13.269 -3.742 -19.567 -0.7 0.2 -0.4 -0.20
F -12.744 -5.600 -20.797 -0.2 -0.2 -0.1 -0.11
F -11.185 -4.002 -20.227 0.4 -0.4 -0.8 -0.21
```
Forces are in eV/Å.